Formula: C43H91NO31
Source: the OMol25 dataset
Level of theory: ωB97M-V/def2-TZVPD

Each line ends with the Löwdin charge.
Geometry (Å):
N -0.264 1.002 -0.131  0.30
H 0.401 0.387 0.316  0.06
H -1.147 0.658 0.218  0.07
H -0.003 1.088 -1.103  0.05
H -0.047 1.906 0.265  0.04
C 2.532 3.220 -0.486  -0.09
C 2.019 3.437 0.914  -0.64
C 2.600 4.673 1.594  -0.06
O 0.629 3.306 1.112  -0.32
H 1.963 2.425 -0.968  0.05
H 3.569 2.911 -0.618  0.07
H 2.339 4.148 -1.024  0.07
H 2.407 2.485 1.277  0.09
H 2.113 5.632 1.416  0.07
H 3.685 4.647 1.494  0.07
H 2.597 4.507 2.672  0.05
C 1.732 -8.057 -0.277  -0.03
C 0.514 -7.359 0.415  -0.20
O -0.089 -6.462 -0.453  0.04
C -0.367 -5.210 -0.103  -0.55
O -0.509 -4.762 1.039  0.09
O -0.497 -4.516 -1.238  0.00
C -0.680 -3.098 -1.185  -0.03
H 2.357 -8.557 0.463  0.06
H 2.449 -7.400 -0.768  0.07
H 1.339 -8.728 -1.042  0.07
H 0.889 -6.787 1.263  0.10
H -0.230 -8.042 0.825  0.13
H -0.517 -2.645 -2.162  0.09
H -0.082 -2.683 -0.373  0.08
H -1.694 -2.844 -0.877  0.08
C 1.275 2.157 5.161  -0.05
C 0.082 2.577 4.385  -0.26
O -1.107 2.025 4.918  -0.02
C -1.778 2.742 5.908  -0.45
O -1.481 3.948 6.217  0.06
O -2.933 2.070 6.165  -0.04
C -3.973 2.709 6.942  -0.03
H 1.481 1.095 5.025  0.04
H 1.098 2.300 6.227  0.09
H 2.180 2.634 4.786  0.08
H 0.107 2.153 3.381  0.10
H 0.102 3.637 4.133  0.13
H -4.849 2.072 7.062  0.09
H -4.312 3.623 6.454  0.10
H -3.526 2.888 7.919  0.10
C -4.368 -0.987 -1.968  -0.06
C -3.874 -1.430 -3.334  -0.19
O -5.021 -1.391 -4.203  0.04
C -5.126 -2.200 -5.227  -0.67
O -4.239 -2.597 -5.886  0.17
O -6.390 -2.488 -5.393  0.02
C -6.866 -3.440 -6.274  -0.07
H -5.180 -1.597 -1.572  0.09
H -4.803 0.009 -2.048  0.07
H -3.462 -1.090 -1.370  0.06
H -3.388 -2.395 -3.191  0.12
H -3.142 -0.706 -3.694  0.12
H -6.248 -4.337 -6.314  0.10
H -6.780 -3.125 -7.314  0.10
H -7.889 -3.754 -6.064  0.10
C 0.949 -1.850 6.062  -0.05
C -0.457 -1.676 5.344  -0.17
O -0.345 -0.949 4.098  -0.04
C -1.274 -1.228 3.035  -0.46
O -0.973 -1.099 1.796  0.05
O -2.380 -1.666 3.493  0.02
C -3.330 -2.247 2.632  -0.01
H 1.007 -2.543 6.901  0.07
H 1.310 -0.892 6.436  0.07
H 1.714 -2.323 5.445  0.05
H -0.998 -1.052 6.055  0.11
H -1.009 -2.604 5.194  0.12
H -3.676 -1.459 1.963  0.09
H -4.150 -2.574 3.271  0.10
H -3.010 -3.162 2.132  0.10
C 6.497 -1.323 -7.828  -0.07
C 6.696 -1.432 -6.303  -0.18
O 6.523 -0.138 -5.661  0.01
C 5.475 0.130 -4.828  -0.52
O 4.519 -0.607 -4.624  0.10
O 5.709 1.394 -4.377  -0.01
C 4.790 1.948 -3.375  -0.01
H 6.584 -0.345 -8.302  0.08
H 5.539 -1.679 -8.209  0.06
H 7.077 -2.094 -8.334  0.07
H 7.760 -1.661 -6.242  0.11
H 6.201 -2.255 -5.789  0.12
H 4.776 1.317 -2.487  0.08
H 3.788 1.923 -3.804  0.09
H 5.100 2.908 -2.962  0.09
C -1.781 3.654 -3.647  -0.05
C -0.258 3.637 -3.502  -0.17
O 0.373 2.618 -4.324  0.04
C 0.581 1.388 -3.813  -0.47
O 0.085 0.945 -2.767  0.06
O 1.236 0.593 -4.740  -0.02
C 1.481 -0.795 -4.469  -0.03
H -2.107 3.741 -4.684  0.09
H -2.204 4.514 -3.128  0.07
H -2.255 2.807 -3.153  0.07
H 0.087 3.463 -2.483  0.10
H 0.195 4.620 -3.628  0.13
H 2.215 -0.924 -3.673  0.06
H 1.784 -1.139 -5.458  0.10
H 0.574 -1.358 -4.247  0.09
C -5.541 3.314 -2.409  -0.04
C -4.526 3.539 -1.242  -0.23
O -4.104 2.260 -0.886  0.00
C -3.580 1.931 0.345  -0.39
O -3.157 0.774 0.642  0.04
O -3.537 3.055 1.191  -0.05
C -3.055 2.931 2.561  -0.01
H -6.010 4.229 -2.772  0.08
H -6.370 2.715 -2.032  0.07
H -5.032 2.743 -3.185  0.07
H -4.951 4.243 -0.527  0.12
H -3.640 4.038 -1.635  0.09
H -2.925 3.907 3.031  0.09
H -2.048 2.516 2.575  0.08
H -3.730 2.303 3.143  0.10
C 1.995 -4.412 2.444  -0.04
C 3.447 -4.498 3.026  -0.13
O 3.849 -5.897 2.884  -0.01
C 4.411 -6.456 1.768  -0.56
O 4.653 -5.827 0.715  0.07
O 4.550 -7.745 1.947  0.01
C 5.344 -8.449 0.993  -0.04
H 1.881 -4.977 1.518  0.05
H 1.744 -3.380 2.198  0.07
H 1.198 -4.730 3.116  0.08
H 3.532 -4.118 4.044  0.11
H 4.220 -4.010 2.432  0.11
H 6.364 -8.123 0.792  0.10
H 4.816 -8.432 0.039  0.08
H 5.374 -9.496 1.293  0.10
C 3.165 -3.311 -1.661  -0.03
C 3.848 -1.935 -1.510  -0.22
O 4.022 -1.678 -0.147  0.00
C 3.025 -1.093 0.662  -0.37
O 1.932 -0.672 0.288  0.09
O 3.513 -1.073 2.026  -0.04
C 2.687 -0.487 3.025  -0.07
H 3.067 -3.899 -0.749  0.07
H 3.581 -3.948 -2.441  0.08
H 2.106 -3.162 -1.875  0.05
H 3.233 -1.130 -1.912  0.09
H 4.817 -1.919 -2.008  0.12
H 1.622 -0.563 2.806  0.07
H 2.835 0.592 3.083  0.09
H 2.770 -0.965 4.001  0.08
C -1.135 6.597 0.192  -0.06
C -1.622 5.919 1.507  -0.15
O -2.577 6.799 2.266  0.00
C -3.867 7.012 1.834  -0.53
O -4.414 6.570 0.803  0.07
O -4.440 7.838 2.717  -0.02
C -5.707 8.512 2.453  -0.02
H -1.869 6.695 -0.609  0.07
H -0.199 6.111 -0.083  0.06
H -0.751 7.578 0.470  0.07
H -0.740 5.701 2.109  0.11
H -2.080 4.960 1.265  0.08
H -5.803 9.292 3.209  0.09
H -6.581 7.863 2.495  0.09
H -5.626 8.936 1.452  0.09

Summary:
Frontier orbital gap   0.2638 Ha
LUMO level   0.56 eV
E_tot   -4080.06806 hartree

Formula: C43H92F12O35S9
Source: the OMol25 dataset
Level of theory: ωB97M-V/def2-TZVPD

Each line ends with the Löwdin charge.
Geometry (Å):
C -2.653 1.356 3.072  -0.04
C -2.335 2.885 2.876  -0.16
O -2.253 3.410 4.204  0.03
C -1.830 4.637 4.357  -0.44
O -1.594 5.384 3.501  0.18
C -1.764 4.941 5.882  -0.52
F -1.072 3.929 6.512  0.12
F -1.212 6.087 6.236  0.19
F -3.006 4.842 6.336  0.18
H -1.747 0.916 3.583  0.09
H -2.624 0.935 2.070  0.03
H -3.602 1.114 3.641  0.10
H -3.116 3.410 2.317  0.13
H -1.318 2.856 2.456  0.13
C 4.445 0.080 -3.340  -0.05
C 3.241 -0.438 -4.073  -0.22
O 2.883 0.603 -4.998  0.05
C 1.748 0.259 -5.613  -0.40
O 1.041 -0.640 -5.367  0.18
C 1.419 1.259 -6.815  -0.50
F 2.544 1.858 -7.296  0.14
F 0.988 0.395 -7.754  0.14
F 0.473 2.141 -6.568  0.18
H 4.586 -0.593 -2.482  0.07
H 4.223 1.046 -2.850  0.09
H 5.356 0.132 -3.894  0.07
H 2.470 -0.620 -3.287  0.11
H 3.398 -1.376 -4.620  0.14
C -3.958 -2.060 -4.670  -0.05
C -2.720 -1.384 -4.154  -0.19
O -1.742 -2.319 -3.671  0.04
C -0.757 -1.869 -2.885  -0.36
O -0.471 -0.783 -2.515  0.17
C -0.142 -3.219 -2.275  -0.44
F -0.015 -4.197 -3.207  0.15
F 1.084 -2.943 -1.685  0.10
F -0.854 -3.684 -1.248  0.15
H -3.772 -2.491 -5.658  0.09
H -4.744 -1.331 -4.935  0.07
H -4.433 -2.775 -3.966  0.10
H -2.958 -0.775 -3.303  0.08
H -2.248 -0.790 -4.946  0.15
C 4.994 -5.794 3.767  -0.04
C 4.049 -5.383 2.687  -0.24
O 4.599 -4.403 1.859  0.05
C 3.704 -3.960 1.000  -0.38
O 2.514 -4.079 1.037  0.14
C 4.395 -3.274 -0.242  -0.49
F 3.607 -3.087 -1.238  0.20
F 4.993 -2.087 0.045  0.14
F 5.358 -4.209 -0.648  0.10
H 5.317 -4.875 4.262  0.09
H 5.831 -6.200 3.293  0.06
H 4.468 -6.481 4.386  0.08
H 3.144 -4.903 3.136  0.13
H 3.661 -6.219 2.019  0.16
O -1.130 -2.372 4.342  -0.27
S 0.013 -2.796 5.065  0.48
O 0.873 -3.691 4.417  -0.26
O 0.796 -1.534 5.421  -0.23
C 2.193 -1.551 5.290  -0.27
C 2.591 -0.212 5.894  -0.04
C -0.655 -3.478 6.519  -0.12
H 2.467 -1.810 4.253  0.11
H 2.584 -2.326 5.952  0.12
H 3.649 -0.125 5.898  0.07
H 2.340 -0.146 6.967  0.09
H 2.030 0.556 5.291  0.09
H -1.585 -3.923 6.172  0.07
H -0.802 -2.630 7.190  0.07
H -0.069 -4.185 7.209  0.11
O -4.021 2.383 -7.688  -0.30
S -4.557 2.472 -6.316  0.60
O -5.154 1.292 -5.701  -0.30
O -3.549 3.046 -5.216  -0.29
C -2.466 4.009 -5.591  -0.19
C -1.919 4.604 -4.285  -0.06
C -5.728 3.764 -6.397  -0.15
H -2.897 4.723 -6.270  0.10
H -1.627 3.459 -6.068  0.11
H -2.700 5.017 -3.637  0.07
H -1.147 5.373 -4.462  0.10
H -1.522 3.701 -3.784  0.07
H -6.583 3.409 -6.972  0.07
H -5.347 4.681 -6.960  0.10
H -6.165 4.037 -5.431  0.07
O -1.142 3.816 -0.461  -0.27
S -1.017 5.196 -0.862  0.57
O -0.222 5.610 -1.973  -0.25
O -2.449 5.742 -1.218  -0.28
C -3.571 5.470 -0.410  -0.25
C -4.856 5.842 -1.233  -0.04
C -0.705 6.255 0.492  -0.12
H -3.500 5.892 0.590  0.12
H -3.663 4.398 -0.241  0.09
H -4.947 5.299 -2.153  0.05
H -4.774 6.846 -1.573  0.06
H -5.819 5.653 -0.646  0.11
H -1.094 5.985 1.443  0.03
H -1.064 7.277 0.307  0.09
H 0.392 6.394 0.573  0.07
O 2.332 4.772 0.483  -0.29
S 3.554 4.608 1.204  0.56
O 4.568 5.539 0.835  -0.27
O 3.337 4.928 2.775  -0.27
C 2.193 4.299 3.574  -0.19
C 2.407 4.868 4.909  -0.07
C 4.034 2.903 1.157  -0.10
H 2.238 3.237 3.490  0.09
H 1.237 4.619 3.075  0.13
H 3.334 4.515 5.319  0.09
H 1.700 4.369 5.595  0.09
H 2.265 5.891 4.859  0.07
H 4.171 2.635 0.094  0.09
H 3.321 2.263 1.596  0.03
H 4.987 2.853 1.684  0.07
O -7.478 -4.945 1.483  -0.29
S -6.206 -4.753 0.825  0.55
O -6.200 -4.333 -0.575  -0.31
O -5.370 -3.742 1.677  -0.25
C -4.023 -3.302 1.155  -0.20
C -3.531 -2.299 2.113  -0.08
C -5.451 -6.307 1.006  -0.15
H -4.255 -2.782 0.203  0.12
H -3.309 -4.127 1.055  0.10
H -4.072 -1.353 2.160  0.08
H -2.519 -2.006 1.892  0.05
H -3.434 -2.659 3.190  0.10
H -6.181 -6.965 0.476  0.09
H -5.435 -6.691 2.022  0.08
H -4.513 -6.336 0.389  0.07
O 7.954 1.302 2.124  -0.28
S 7.892 0.938 0.738  0.57
O 6.536 0.832 0.223  -0.30
O 8.758 2.016 -0.035  -0.28
C 8.191 2.765 -1.102  -0.23
C 7.672 4.058 -0.436  -0.04
C 8.885 -0.460 0.396  -0.13
H 7.370 2.186 -1.537  0.10
H 9.034 2.897 -1.793  0.13
H 7.012 4.660 -1.072  0.09
H 8.509 4.670 -0.212  0.06
H 7.166 3.798 0.486  0.07
H 9.803 -0.140 0.903  0.07
H 8.977 -0.572 -0.657  0.06
H 8.568 -1.479 0.840  0.12
O 2.842 -0.863 2.101  -0.25
S 1.620 -0.289 1.706  0.56
O 1.000 0.643 2.652  -0.29
O 1.877 0.440 0.344  -0.23
C 0.710 1.054 -0.210  -0.26
C 1.142 1.615 -1.568  -0.02
C 0.469 -1.567 1.308  -0.09
H 0.411 1.812 0.443  0.09
H -0.089 0.355 -0.296  0.05
H 1.977 2.357 -1.419  0.10
H 0.290 2.090 -2.089  0.07
H 1.478 0.746 -2.139  0.05
H -0.418 -1.226 0.803  0.05
H 0.188 -2.015 2.292  0.07
H 1.042 -2.285 0.783  0.03
O -2.218 -7.033 1.175  -0.31
S -0.868 -6.706 1.580  0.54
O -0.391 -7.341 2.735  -0.24
O 0.051 -6.956 0.340  -0.25
C -0.308 -7.977 -0.593  -0.26
C 0.511 -7.803 -1.828  -0.06
C -0.703 -4.975 1.654  -0.12
H -1.362 -7.833 -0.694  0.10
H -0.045 -8.955 -0.192  0.13
H 0.257 -6.884 -2.328  0.06
H 0.234 -8.653 -2.469  0.09
H 1.597 -7.833 -1.642  0.09
H -1.223 -4.452 0.786  0.08
H 0.365 -4.848 1.789  0.05
H -1.193 -4.761 2.573  0.06
O -4.193 1.764 -0.128  -0.27
S -3.368 0.797 -0.799  0.56
O -2.288 0.189 -0.081  -0.29
O -4.188 -0.418 -1.410  -0.27
C -5.486 -0.074 -2.082  -0.19
C -6.664 -0.761 -1.381  -0.02
C -2.713 1.604 -2.165  -0.12
H -5.388 -0.348 -3.089  0.07
H -5.541 1.044 -2.099  0.13
H -7.550 -0.375 -1.813  0.07
H -6.620 -0.512 -0.334  0.08
H -6.655 -1.839 -1.482  0.07
H -2.472 2.682 -1.974  0.07
H -3.420 1.421 -2.953  0.06
H -1.800 1.140 -2.461  0.04

Summary:
Frontier orbital gap   0.3991 Ha
LUMO level   0.19 eV
E_tot   -9108.96704 hartree

> Which of these has the highest LUMO level?

C43H91NO31

> E_tot of number 1 (C43H91NO31)?

-4080.06806 hartree

> Look up the LUMO level of the first one.

0.56 eV